The following is a quantum chemistry calculation of a molecular structure, C43H54CuN8P2Se at a distorted geometry, from the Open Molecules 2025 dataset.

XYZ file:
```
109
Properties=species:S:1:pos:R:3:forces:R:3:lowdin_charge:R:1
Cu -0.053 0.363 -0.350 -0.8 0.0 -0.3 -0.06
N 0.955 1.287 2.752 0.6 0.4 -0.9 -0.38
P -0.614 1.107 3.303 -1.5 1.1 -0.5 0.99
C -1.040 2.820 4.017 -0.6 -1.4 0.3 -0.34
C -2.323 3.330 3.795 1.1 0.2 -0.4 -0.12
C -2.624 4.624 4.097 -0.5 0.6 -0.3 -0.09
C -1.729 5.419 4.750 0.1 1.5 0.6 -0.10
C -0.501 4.942 5.068 1.4 -1.6 0.0 -0.07
C -0.163 3.621 4.707 -0.2 0.8 0.4 -0.10
C -0.545 -0.089 4.661 0.1 0.9 0.4 -0.39
C 0.550 -0.894 4.856 0.1 -1.5 1.2 -0.10
C 0.508 -1.884 5.864 -1.2 0.4 0.4 -0.05
C -0.631 -2.035 6.704 1.5 0.1 -1.8 -0.07
C -1.760 -1.318 6.355 0.1 0.2 0.9 -0.10
C -1.681 -0.292 5.443 -1.0 0.5 -0.8 -0.12
P 1.353 1.299 1.055 -0.6 -1.7 0.9 0.87
C 2.834 0.307 1.101 0.9 -2.5 0.5 -0.36
C 4.114 0.795 1.298 0.3 1.2 0.2 -0.09
C 5.198 -0.089 1.459 -1.2 -1.5 0.0 -0.05
C 4.954 -1.500 1.446 1.2 1.5 -0.4 -0.07
C 3.684 -2.029 1.248 -0.7 1.2 -0.4 -0.10
C 2.647 -1.144 1.089 -1.1 3.1 -0.7 -0.10
C 1.790 2.923 0.545 0.7 1.4 -0.8 -0.38
C 1.027 3.941 1.087 -1.2 0.6 0.7 -0.10
C 0.940 5.189 0.448 -0.2 0.3 -0.5 -0.07
C 1.680 5.473 -0.716 0.3 0.2 0.7 -0.07
C 2.540 4.480 -1.179 0.3 0.0 0.0 -0.09
C 2.577 3.226 -0.601 -0.5 -0.5 0.8 -0.09
H 1.661 1.616 3.388 0.4 0.1 0.2 0.07
H -3.040 2.827 3.233 -0.9 -1.2 -0.9 0.05
H -3.485 5.122 3.697 -0.8 -0.3 0.2 0.11
H -1.973 6.441 5.021 -0.1 0.0 -0.2 0.11
H 0.262 5.535 5.541 0.0 0.2 0.3 0.11
H 0.766 3.209 5.020 0.9 -0.1 0.1 0.09
H 1.453 -0.793 4.289 0.3 0.1 -0.4 0.08
H 1.312 -2.585 5.974 0.5 0.1 0.2 0.09
H -0.593 -2.702 7.548 -0.2 -0.3 -0.1 0.10
H -2.677 -1.545 6.864 -0.4 0.3 0.3 0.10
H -2.555 0.376 5.303 0.5 -0.5 0.0 0.11
H 4.209 1.922 1.332 0.3 -1.4 -0.1 0.12
H 6.218 0.247 1.581 -0.1 0.1 0.0 0.10
H 5.859 -2.101 1.451 -0.3 -0.3 0.2 0.10
H 3.368 -3.026 1.059 0.7 -1.1 0.3 0.10
H 1.607 -1.394 0.794 0.8 -0.5 0.4 0.08
H 0.400 3.719 2.006 0.8 0.5 -1.3 0.10
H 0.216 5.929 0.800 0.4 -0.2 0.2 0.10
H 1.729 6.484 -1.188 -0.4 -1.0 0.5 0.12
H 3.245 4.666 -1.979 -0.2 0.1 -0.2 0.11
H 3.227 2.478 -1.030 0.0 -0.2 0.0 0.10
C -1.841 -3.240 1.939 -1.3 -0.4 0.6 -0.03
N -2.742 -2.094 1.803 -0.9 -1.3 1.6 -0.13
C -4.124 -2.224 2.308 0.0 0.3 -1.1 -0.02
C -2.339 -1.106 1.008 0.7 -0.5 -0.9 -0.50
N -1.387 -1.234 0.152 0.9 0.5 -0.6 0.13
N -3.034 0.044 1.139 -2.2 2.1 2.4 0.11
C -2.958 1.235 0.473 1.9 0.4 -2.0 -0.55
N -3.899 2.109 0.890 -2.9 -0.1 1.5 0.14
N -2.047 1.516 -0.395 -0.3 -0.2 0.2 0.13
H -2.195 -3.914 2.751 0.3 0.8 -0.4 0.11
H -0.833 -2.900 2.129 0.3 0.0 0.1 0.09
H -1.895 -3.836 1.042 0.3 -0.4 -0.5 0.08
H -4.734 -1.383 1.967 0.2 -0.1 0.0 0.08
H -4.196 -2.241 3.372 0.3 -0.1 0.9 0.08
H -4.633 -3.112 1.914 0.4 0.0 0.0 0.10
H -1.086 -2.193 0.006 -0.2 0.2 0.2 0.06
H -3.491 0.299 2.065 1.1 -1.5 -1.4 0.16
H -4.758 1.700 1.328 1.2 0.6 -0.7 0.13
H -4.137 2.954 0.399 0.6 0.0 -0.3 0.11
H -2.234 2.440 -0.784 0.3 -0.1 0.0 0.07
C 4.855 -1.717 -2.607 1.1 1.4 -1.4 -0.11
C 3.929 -2.056 -3.787 0.3 0.9 -0.4 -0.28
C 2.984 -3.188 -3.414 -0.5 -2.5 -1.2 -0.20
C 1.799 -3.082 -2.407 0.1 0.6 -2.0 -0.10
N 0.572 -2.484 -3.074 0.7 -1.0 0.5 0.00
C 0.210 -1.176 -3.148 -0.2 -0.9 0.1 -0.61
Se 1.294 0.204 -2.547 -0.7 0.2 0.3 0.79
N -1.031 -1.151 -3.715 -0.5 -1.4 0.3 0.00
C -1.927 -0.058 -3.927 0.6 2.4 -0.1 -0.16
C -1.951 0.438 -5.387 0.7 0.1 1.3 -0.16
C -0.635 1.086 -5.765 0.4 0.5 -0.3 -0.27
C -0.493 2.478 -5.216 -0.4 1.4 0.0 -0.14
C -1.475 -2.468 -3.953 0.2 0.3 -0.1 -0.14
C -2.662 -2.990 -4.451 0.0 0.7 -0.5 0.00
C -2.681 -4.362 -4.655 -0.3 0.8 -0.6 -0.08
C -1.597 -5.182 -4.324 -1.0 -1.1 -0.4 -0.08
C -0.415 -4.675 -3.812 -1.0 -0.8 0.1 0.00
C -0.432 -3.308 -3.625 1.7 0.7 0.9 -0.15
H 5.718 -1.050 -2.945 -1.2 -0.7 0.4 0.10
H 5.326 -2.594 -2.199 0.0 -0.4 0.4 0.06
H 4.290 -1.144 -1.869 0.1 -0.2 0.3 0.04
H 4.448 -2.225 -4.788 -0.3 -0.5 1.5 0.13
H 3.403 -1.139 -4.031 -0.5 0.2 0.1 0.05
H 3.621 -4.011 -3.050 -0.1 0.2 0.2 0.11
H 2.588 -3.653 -4.349 0.0 0.4 0.5 0.12
H 2.156 -2.403 -1.691 -0.1 1.1 1.4 0.05
H 1.540 -4.042 -1.902 0.0 0.7 -0.8 0.13
H -1.646 0.720 -3.218 0.3 0.2 -0.1 0.09
H -2.929 -0.257 -3.648 -0.9 -1.0 0.5 0.11
H -2.793 1.100 -5.548 -0.2 0.3 0.1 0.12
H -2.170 -0.462 -5.894 -0.1 -0.9 -1.3 0.09
H -0.527 1.271 -6.851 0.1 -1.0 0.4 0.12
H 0.203 0.551 -5.314 0.0 -0.5 -0.7 0.07
H -1.268 3.091 -5.684 0.1 0.2 -0.1 0.07
H 0.484 2.940 -5.489 -0.6 -0.4 0.4 0.09
H -0.697 2.570 -4.145 0.5 -0.1 0.1 0.06
H -3.478 -2.328 -4.786 0.4 -0.5 0.3 0.12
H -3.516 -4.708 -5.259 0.0 -0.5 0.6 0.11
H -1.792 -6.267 -4.483 0.7 0.9 0.1 0.12
H 0.362 -5.385 -3.554 0.2 0.5 0.1 0.12
```
Positions in Å, forces in eV/Å.

Calculated values
* E_LUMO: -1.871 eV
* HOMO level: -9.6 eV
* ΔE to the lowest compared entry with this formula, charge and spin: 46.1 kcal/mol
* spin multiplicity: 1
* total charge: +1
* maximum force: 3.87 eV/A

***

The following is a quantum chemistry calculation of a molecular structure, C5H12BNO2 at a distorted geometry, from the Open Molecules 2025 dataset.

XYZ file:
```
21
Properties=species:S:1:pos:R:3:forces:R:3:nbo_charge:R:1
C 2.734 -0.087 0.678 0.4 0.2 -0.2 -1.03
B 1.307 0.054 0.084 -0.6 -0.1 0.4 1.08
O 1.089 0.408 -1.224 0.3 0.1 -0.1 -0.95
C 0.027 -0.178 1.020 -0.2 -0.2 0.1 -0.58
C -0.844 1.091 1.174 0.5 -0.1 0.0 -0.46
C -1.534 1.063 -0.148 -0.2 -0.6 -0.6 0.19
N -1.670 -0.120 -0.605 -0.6 1.2 3.6 -0.39
C -1.036 -1.055 0.339 0.3 0.1 -0.3 -0.23
H 3.450 0.514 0.119 0.1 0.0 0.0 0.24
H 3.053 -1.130 0.578 0.0 -0.1 0.0 0.26
H 2.806 0.168 1.733 -0.1 0.0 0.1 0.23
H 1.045 -0.267 -1.902 -0.1 -0.1 -0.2 0.53
H 0.323 -0.616 1.971 0.0 0.1 0.2 0.23
H -1.615 0.864 1.919 0.0 0.3 0.2 0.23
H -0.336 2.016 1.428 0.0 0.1 0.0 0.23
H -1.881 1.908 -0.728 -0.2 0.1 0.1 0.21
H -2.001 -0.494 -1.702 1.0 -0.5 -2.7 0.46
H -0.637 -1.918 -0.186 -0.1 -0.1 -0.2 0.22
H -1.802 -1.388 1.044 0.0 -0.1 0.1 0.20
O -1.582 -0.754 -2.771 -0.4 -0.2 -0.3 -1.08
H -0.895 -0.079 -2.818 -0.2 0.0 -0.3 0.42
```
Positions in Å, forces in eV/Å.

Calculated values
* E_LUMO: 0.383 eV
* HOMO level: -8.7 eV
* ΔE to the lowest compared entry with this formula, charge and spin: 24.4 kcal/mol
* spin multiplicity: 1
* maximum force: 3.90 eV/A

***

The following is a quantum chemistry calculation of 3 unconnected molecules or ions with the total composition C34H57BN6O6PS2 at a distorted geometry, from the Open Molecules 2025 dataset.

XYZ file:
```
107
Properties=species:S:1:pos:R:3:forces:R:3:lowdin_charge:R:1
C -3.728 0.408 -1.396 -0.2 -0.1 -0.3 -0.11
C -4.467 -0.493 -0.408 0.2 0.0 0.1 -0.21
C -3.902 -0.270 1.007 0.1 0.0 -0.1 -0.17
C -2.721 -1.199 1.321 -0.1 0.1 0.3 -0.30
C -3.222 -2.645 1.471 0.1 0.0 -0.4 -0.04
C -1.901 -0.783 2.577 0.2 -0.3 0.6 -0.30
C -2.669 -1.104 3.871 0.0 0.1 0.3 0.00
B -2.235 -0.195 5.095 0.0 0.0 0.4 -0.63
O -2.764 1.075 5.214 0.2 -0.1 -0.9 0.16
O -1.326 -0.657 6.032 0.0 -0.2 -0.3 0.15
N -1.715 0.728 2.526 -0.4 0.1 -0.5 0.16
C -0.854 1.183 1.628 0.2 -0.1 0.0 -0.33
N -1.169 2.064 0.630 0.3 0.5 0.5 0.20
N 0.422 0.724 1.700 -0.8 -0.5 0.7 0.12
C 0.609 -0.308 2.768 0.3 0.8 -0.2 -0.37
P 2.331 -1.022 2.876 -0.1 -1.2 0.4 1.05
C 3.162 -0.036 4.180 0.1 0.4 -0.3 -0.41
C 3.593 1.416 3.930 -0.1 -0.2 0.1 -0.15
C 3.230 -0.792 1.294 0.3 0.6 -0.2 -0.39
C 3.336 0.570 0.589 -0.4 -0.1 -0.3 -0.16
C -0.459 -1.411 2.641 0.1 0.1 -0.3 -0.21
C -0.065 -2.385 1.498 0.2 -0.1 0.1 -0.17
C 0.551 -3.716 1.991 0.1 0.1 -0.2 -0.26
C 1.766 -4.129 1.147 0.0 -0.1 0.1 -0.48
S 1.802 -5.934 0.965 -0.2 0.0 -0.1 0.94
C 3.089 -6.232 -0.180 0.1 0.1 -0.1 -1.16
S 3.505 -7.780 -0.470 0.1 0.0 0.1 0.70
N 3.664 -5.091 -0.773 0.0 -0.4 0.0 -0.24
C 5.105 -5.183 -1.023 0.1 0.2 0.1 -0.28
C 5.892 -5.265 0.276 -0.2 -0.1 0.0 -0.08
C 2.874 -4.628 -1.932 -0.2 0.2 0.0 -0.24
C 3.258 -5.248 -3.283 -0.3 0.0 0.0 -0.07
H -2.727 0.020 -1.615 0.0 0.1 0.1 0.08
H -3.641 1.427 -1.010 0.0 -0.1 0.0 0.07
H -4.228 0.495 -2.360 0.0 -0.2 0.2 0.04
H -5.540 -0.298 -0.409 0.1 0.2 -0.1 0.11
H -4.355 -1.534 -0.724 -0.1 0.0 0.1 0.10
H -4.683 -0.324 1.772 0.1 -0.2 0.0 0.12
H -3.548 0.760 0.986 -0.2 0.1 0.1 0.08
H -2.039 -1.143 0.464 0.0 0.1 0.0 0.13
H -2.538 -3.273 2.042 -0.1 0.0 0.1 0.08
H -3.300 -3.106 0.485 -0.1 0.0 0.1 0.09
H -4.215 -2.665 1.922 0.1 -0.1 0.1 0.10
H -3.746 -0.982 3.721 0.0 0.0 -0.1 0.12
H -2.473 -2.144 4.135 -0.2 0.0 -0.1 0.12
H -2.086 1.742 5.374 -0.2 0.0 0.7 0.11
H -1.699 -0.939 6.874 0.2 0.2 0.1 0.12
H -2.598 1.223 2.524 -0.2 -0.2 -0.2 0.15
H -1.086 1.735 -0.321 0.4 0.2 0.0 0.12
H -1.513 3.000 0.772 -0.4 -0.2 0.0 0.12
H 0.972 1.551 1.923 0.6 -0.1 -1.0 0.15
H 0.490 0.223 3.725 -0.2 -0.2 0.0 0.12
H 4.034 -0.642 4.439 0.0 0.0 0.1 0.07
H 2.489 -0.098 5.041 0.0 -0.1 0.0 0.07
H 3.753 1.930 4.880 0.0 0.0 -0.1 0.07
H 2.834 1.973 3.374 0.0 0.1 0.1 0.05
H 4.529 1.448 3.373 -0.1 0.1 -0.1 0.07
H 4.239 -1.139 1.549 -0.1 -0.1 0.1 0.08
H 2.852 -1.527 0.579 0.0 -0.1 0.1 0.05
H 2.450 0.734 -0.026 0.0 0.0 0.0 0.05
H 3.407 1.408 1.279 0.2 0.0 0.0 0.04
H 4.189 0.585 -0.093 0.0 0.0 0.1 0.08
H -0.385 -1.959 3.582 -0.1 0.0 -0.1 0.14
H -0.906 -2.651 0.873 0.0 0.1 -0.1 0.09
H 0.646 -1.880 0.835 -0.1 0.0 0.0 0.10
H 0.880 -3.610 3.024 -0.1 -0.2 0.0 0.09
H -0.211 -4.497 1.925 0.0 0.0 0.2 0.09
H 1.720 -3.683 0.155 0.0 0.0 0.0 0.05
H 2.684 -3.816 1.644 0.0 0.1 -0.2 0.06
H 5.358 -6.030 -1.668 0.0 0.1 0.0 0.09
H 5.379 -4.256 -1.535 0.0 -0.1 -0.1 0.12
H 6.961 -5.200 0.068 0.0 0.0 0.0 0.08
H 5.603 -4.452 0.947 0.1 0.0 -0.1 0.07
H 5.701 -6.205 0.797 0.0 0.0 0.0 0.06
H 1.826 -4.854 -1.723 0.1 0.0 0.1 0.10
H 2.947 -3.536 -1.983 0.1 0.0 0.0 0.11
H 2.355 -5.413 -3.873 0.1 0.0 0.0 0.08
H 3.736 -6.219 -3.162 0.0 0.0 0.0 0.06
H 3.900 -4.580 -3.856 0.1 -0.2 0.1 0.07
C -5.468 6.324 -5.254 0.0 0.0 0.0 -0.06
C -4.216 6.178 -4.670 -0.1 0.0 0.0 -0.05
C -3.785 4.929 -4.255 0.0 0.1 -0.1 0.00
C -4.631 3.850 -4.436 0.0 0.1 0.0 -0.14
C -5.883 3.968 -5.010 -0.1 0.0 0.0 0.00
C -6.299 5.224 -5.422 0.0 0.0 0.0 -0.06
N -4.175 2.530 -3.982 0.0 0.2 0.2 -0.33
O -3.089 2.471 -3.437 0.2 -0.1 -0.1 0.05
O -4.913 1.579 -4.139 0.0 0.0 -0.2 0.07
H -5.798 7.301 -5.581 0.0 0.0 0.0 0.11
H -3.568 7.034 -4.539 0.0 0.0 0.0 0.11
H -2.814 4.804 -3.808 0.0 -0.1 0.1 0.08
H -6.516 3.101 -5.129 0.0 0.0 0.0 0.12
H -7.273 5.342 -5.875 0.0 0.0 0.0 0.11
C 3.649 4.386 -2.484 0.0 0.0 0.0 -0.06
C 3.059 5.351 -3.288 0.0 0.0 0.0 -0.05
C 1.699 5.597 -3.198 0.0 0.1 -0.1 0.01
C 0.952 4.864 -2.294 0.0 0.0 0.0 -0.14
C 1.517 3.894 -1.486 0.0 -0.1 0.1 -0.01
C 2.878 3.657 -1.587 0.0 0.0 0.0 -0.06
N -0.493 5.141 -2.192 0.3 0.1 -0.1 -0.33
O -0.937 5.991 -2.933 -0.2 -0.1 0.2 0.09
O -1.146 4.516 -1.374 0.0 0.0 0.0 0.05
H 4.712 4.201 -2.556 0.0 0.0 0.0 0.11
H 3.659 5.918 -3.987 0.0 0.0 0.0 0.11
H 1.225 6.345 -3.817 0.0 0.0 0.0 0.12
H 0.905 3.338 -0.793 -0.1 0.0 0.0 0.09
H 3.340 2.904 -0.964 0.0 0.0 0.0 0.08
```
Positions in Å, forces in eV/Å.

Calculated values
* E_LUMO: -3.278 eV
* HOMO level: -10.0 eV
* spin multiplicity: 1
* total charge: +1
* maximum force: 1.23 eV/A

***

The following is a quantum chemistry calculation of a molecular structure, C3H3LiO4 at a distorted geometry, from the Open Molecules 2025 dataset.

XYZ file:
```
11
Properties=species:S:1:pos:R:3:forces:R:3:nbo_charge:R:1
H 0.338 -1.525 -0.606 0.0 0.2 0.1 0.13
C -0.524 -1.450 0.082 -1.6 0.7 -2.2 0.27
C -0.879 -2.626 0.675 -0.7 0.2 1.6 -0.21
O -0.513 -3.829 -0.118 0.4 -0.5 -0.4 -0.37
C -1.068 -4.853 -0.363 0.9 0.1 0.7 1.10
O -1.378 -5.942 -0.505 -0.4 0.1 -0.3 -0.37
Li -2.880 0.440 -0.082 -1.0 -0.7 -0.1 0.95
O -1.253 -0.412 0.039 1.7 -0.4 1.1 -0.76
H -1.575 -2.879 1.464 -0.1 0.0 -0.5 0.21
O -4.550 -0.224 -0.321 1.0 0.6 0.0 -1.40
H -4.983 -0.997 0.025 -0.2 -0.2 0.1 0.43
```
Positions in Å, forces in eV/Å.

Calculated values
* E_LUMO: -1.180 eV
* HOMO level: -7.2 eV
* ΔE to the lowest compared entry with this formula, charge and spin: 107.4 kcal/mol
* spin multiplicity: 1
* maximum force: 2.81 eV/A